# 1
Formula: C30H43F3N12O
Source: the Open Molecules 2025 dataset
Level of theory: wB97M-V/def2-TZVPD

CARTESIAN COORDINATES (ANGSTROEM)
1 C -1.77 10.16 -2.77
2 C -4.94 -5.11 -0.90
3 H 7.18 -3.58 4.28
4 C -0.05 3.07 2.37
5 H 5.01 -8.92 -0.17
6 H 5.82 -2.79 0.69
7 H -0.95 10.82 -2.47
8 N -5.71 -5.26 -0.04
9 H -0.51 -6.99 0.29
10 H -2.79 8.68 0.70
11 C 1.72 1.44 -1.96
12 C -3.97 -4.92 -1.99
13 N 5.12 -6.05 -1.61
14 N 0.10 -2.91 3.52
15 H 3.27 -3.39 3.65
16 C -2.51 8.25 1.66
17 N 4.95 -5.45 2.26
18 H 2.65 -4.53 2.46
19 H -1.47 0.11 3.90
20 H -1.72 2.07 -6.41
21 H -2.71 9.01 2.42
22 H 2.92 -2.85 2.00
23 N -3.50 9.83 -0.81
24 N -1.03 -5.74 -2.62
25 C -2.54 1.41 -6.71
26 C 0.60 2.41 -1.69
27 C -3.58 5.55 -3.52
28 N 0.01 7.47 1.69
29 F -0.60 2.57 -2.59
30 C 1.19 -3.17 3.21
31 C -2.74 9.97 -1.68
32 H -4.44 -4.48 -2.88
33 H -3.12 -3.86 1.10
34 N -0.95 -1.50 1.06
35 H 0.07 4.30 -0.39
36 H -3.23 -3.07 2.67
37 H -0.49 -8.35 -0.84
38 H -3.17 1.95 2.51
39 H 1.83 3.61 -0.04
40 N 6.65 -0.97 2.50
41 C 2.57 -3.50 2.81
42 H 3.89 -9.01 -1.53
43 C -1.01 -7.42 -0.59
44 N -4.27 1.07 -4.75
45 C -1.02 -6.48 -1.72
46 H -2.24 10.60 -3.65
47 C -3.36 4.12 -3.24
48 H 0.84 1.40 1.02
49 C -1.33 0.97 3.11
50 H 5.46 -3.99 -0.55
51 H -3.45 3.90 -2.17
52 C -1.91 -2.11 1.30
53 C 5.39 -4.74 1.45
54 H 0.70 3.90 2.68
55 H 1.03 1.08 3.21
56 H -3.52 -5.87 -2.30
57 C -3.13 -2.88 1.60
58 C -1.64 3.39 2.59
59 H -4.08 3.49 -3.76
60 N -3.76 6.68 -3.74
61 F 2.62 0.89 -0.89
62 H -2.09 0.46 -7.02
63 O -2.37 4.50 2.40
64 C 0.08 1.77 3.40
65 C 4.73 -7.07 -1.21
66 H -2.03 -7.69 -0.28
67 C 0.12 2.34 0.90
68 H 7.02 -4.01 0.28
69 H 7.16 -2.22 5.41
70 C 6.65 -1.71 3.40
71 H -4.03 -2.36 1.28
72 C -1.10 7.82 1.68
73 H 0.22 2.01 4.56
74 N -2.32 2.12 3.11
75 C 4.23 -8.37 -0.71
76 H 5.64 -2.92 4.84
77 H -3.01 1.85 -7.59
78 H -1.32 9.21 -3.08
79 C 5.95 -3.84 0.42
80 H -0.93 1.92 0.52
81 C 0.71 3.30 -0.28
82 C -3.51 1.22 -5.62
83 H -2.36 3.80 -3.56
84 C 6.66 -2.65 4.53
85 F 1.98 0.94 -3.35
86 H 3.39 -8.24 -0.02
87 H -3.19 7.42 1.86
88 H -1.48 0.39 2.10
89 H -3.15 -4.26 -1.70

Properties
SMILES ... O=C1NCC[C@H]1CCC(F)=C(F)F.CC#N.CC#N.CC#N.CC#N.CC#N.CC#N.CC#N.CC#N.CC#N.CC#N.CC#N
Charge ... 0


# 2
Formula: C5H4N2
Source: the Open Molecules 2025 dataset
Level of theory: wB97M-V/def2-TZVPD

CARTESIAN COORDINATES (ANGSTROEM)
1 C -0.61 -1.69 0.51
2 C 1.33 1.40 1.19
3 C -1.69 -2.47 0.89
4 H 0.35 1.89 -0.88
5 H -2.14 -3.26 1.37
6 C 0.49 0.47 0.84
7 H 0.22 1.27 -2.62
8 H 2.03 2.01 1.83
9 N -0.20 -0.20 -1.37
10 N 0.30 1.08 -1.62
11 C -0.08 -0.49 -0.14

Properties
SMILES ... C#CC(C#C)=NN
Charge ... 0


# 3
Formula: C45H95N5O5
Source: the Open Molecules 2025 dataset
Level of theory: wB97M-V/def2-TZVPD

CARTESIAN COORDINATES (ANGSTROEM)
1 H -6.75 -4.03 -3.53
2 C 0.77 6.51 -0.57
3 H 1.12 3.54 -3.39
4 H -1.00 6.49 -3.56
5 H 4.14 -1.00 0.02
6 H -2.58 -6.85 -3.26
7 H 0.19 -9.67 -0.08
8 H 0.87 -5.84 -1.53
9 N 3.92 3.74 5.90
10 H -1.48 -8.77 -4.06
11 C -4.76 -2.37 -2.47
12 H -2.54 -5.11 -2.75
13 H 2.86 4.78 -0.43
14 H -6.50 -4.78 -0.89
15 H 0.41 4.13 -4.86
16 C 4.51 5.29 3.54
17 H 0.91 3.76 4.18
18 H -7.66 -0.40 1.36
19 H -5.02 -1.51 -3.09
20 H -4.34 -4.96 0.55
21 C -0.40 5.96 -2.81
22 C -7.41 -1.46 1.47
23 H 0.33 -0.33 -3.21
24 C -4.71 -4.00 0.18
25 H -1.28 -10.39 -0.73
26 N -6.75 -2.04 -0.82
27 H 0.72 7.19 0.28
28 H -4.97 -4.83 -1.76
29 C 2.97 1.66 0.09
30 C -5.57 -4.24 -1.07
31 H 6.61 5.46 7.08
32 H 3.28 5.98 7.33
33 C 4.77 4.92 6.08
34 H 1.21 4.61 5.67
35 C -6.24 -1.96 0.60
36 C 5.90 4.64 7.14
37 H -1.33 -2.22 0.84
38 H -4.18 -1.87 -1.70
39 H -5.27 -3.08 2.14
40 H 4.62 7.05 6.74
41 C 0.98 5.75 -3.54
42 C 0.85 -0.63 -2.31
43 C 0.66 -8.34 -2.40
44 H -0.68 -10.21 -3.64
45 C 0.66 -1.54 0.07
46 H 0.84 -3.48 -0.82
47 C 1.33 -2.92 -0.03
48 H -0.41 7.95 -1.78
49 H -3.48 -6.16 -1.86
50 H 3.69 2.15 -0.57
51 C 2.04 6.56 -1.36
52 H 3.40 -1.18 -1.74
53 C 3.70 -0.57 -0.89
54 H 0.52 5.56 -0.10
55 H -3.84 -3.35 0.07
56 C -5.16 -0.88 0.73
57 H -7.33 -1.75 2.52
58 H -5.51 0.05 0.27
59 C 2.53 0.28 -0.42
60 H 4.11 5.88 -0.73
61 H -0.90 5.02 -2.59
62 C 1.13 6.82 -4.66
63 N 1.66 -0.51 0.45
64 O -7.46 -0.92 -1.28
65 O 3.32 5.96 -3.30
66 H 4.40 0.21 -1.19
67 H 0.90 -3.47 0.82
68 H 0.49 6.68 -5.53
69 H 3.80 6.11 3.67
70 C -1.43 -5.33 -0.42
71 H -4.10 -2.96 -3.10
72 H 4.91 5.35 2.53
73 C -0.72 -8.82 -1.93
74 H -0.65 -0.22 -1.03
75 H 5.64 4.35 8.16
76 H -0.82 -1.81 -1.42
77 N -1.37 -7.71 -1.18
78 H -8.06 -3.57 -2.62
79 H 3.43 3.68 2.58
80 H 3.80 1.54 4.65
81 H 2.12 1.61 5.28
82 H 1.62 -6.88 -3.61
83 H 1.81 5.24 4.15
84 H -4.18 -1.08 0.31
85 C 3.08 5.84 -0.39
86 H 0.05 -4.94 -2.76
87 H 1.27 -9.06 -2.95
88 C 2.51 8.00 -1.56
89 C 2.83 2.04 4.58
90 H 5.98 6.08 4.82
91 H -7.22 -2.32 -3.61
92 C -0.49 -1.58 1.13
93 H 4.62 3.19 3.30
94 H 3.37 6.64 5.70
95 H 2.24 8.61 -2.42
96 H 3.60 8.02 -1.49
97 H -0.03 -1.99 2.03
98 C 3.03 3.62 4.75
99 H 1.38 -0.21 2.20
100 H 6.43 3.75 6.80
101 H 6.19 4.38 4.59
102 H 3.47 1.55 1.06
103 H 2.72 3.96 7.28
104 H -1.86 -8.07 0.56
105 H -1.40 -4.30 -0.79
106 H 2.41 -2.98 -0.05
107 H 2.27 0.90 -2.56
108 H -0.63 -5.50 0.31
109 H 2.16 2.39 0.18
110 H 0.30 -10.76 -1.39
111 H 3.09 6.18 0.65
112 H 2.13 6.84 -5.08
113 H -6.42 -4.16 1.37
114 C -7.10 -3.18 -2.95
115 H 0.76 7.82 -4.43
116 H 2.28 8.59 -0.68
117 H -8.26 -1.38 -1.56
118 H -0.86 -0.60 1.41
119 H 1.48 -1.42 -2.72
120 C -2.55 -6.15 -2.42
121 H 2.13 4.24 -4.62
122 H 3.25 6.82 -3.72
123 O 2.07 -0.66 1.71
124 H -8.35 -1.92 1.20
125 C 1.17 4.36 -4.12
126 H -2.37 -5.38 0.13
127 O -2.34 -8.04 -0.27
128 C -1.33 -6.30 -1.62
129 C 0.64 -7.03 -3.16
130 C 3.88 3.94 3.54
131 C 1.65 0.63 -1.71
132 O 3.38 3.28 7.11
133 H 1.28 -8.17 -1.52
134 C 1.67 4.32 4.73
135 C -6.05 -2.89 -1.84
136 C 5.43 5.14 4.74
137 C 3.96 6.22 6.51
138 C -1.32 -9.44 -3.21
139 C -5.71 -3.35 1.18
140 N 2.06 5.94 -2.66
141 H 0.06 -7.09 -4.08
142 C -0.02 -1.10 -1.20
143 C 0.09 -5.91 -2.28
144 H -1.30 6.68 -1.04
145 H 2.51 1.67 3.60
146 H 0.94 1.45 -1.56
147 C -0.32 -9.95 -1.00
148 C -0.34 6.90 -1.50
149 H -2.27 -9.84 -2.85
150 H -4.90 -0.77 1.79

Properties
SMILES ... CC1(C)CCCC(C)(C)N1O.CC1(C)CCCC(C)(C)N1O.CC1(C)CCCC(C)(C)N1O.CC1(C)CCCC(C)(C)N1O.CC1(C)CCCC(C)(C)N1O
Charge ... 0


# 4
Formula: C4H8N4OS
Source: the Open Molecules 2025 dataset
Level of theory: wB97M-V/def2-TZVPD

CARTESIAN COORDINATES (ANGSTROEM)
1 N 3.02 -0.79 0.12
2 H -0.55 0.76 1.90
3 C -1.53 0.80 -0.67
4 O 2.60 1.79 -0.34
5 N 2.37 -1.60 -0.45
6 S 2.21 0.74 0.67
7 H -1.79 1.86 -0.30
8 H 0.64 -2.33 -1.32
9 N 1.13 -1.61 -0.59
10 H 0.30 1.15 -1.73
11 N -0.11 0.87 -0.88
12 H -0.11 -0.85 2.01
13 H -2.60 0.14 0.95
14 C -1.78 -0.23 0.49
15 C 0.59 0.29 0.17
16 H -1.91 -1.30 0.24
17 C -0.46 -0.08 1.32
18 H -1.99 0.39 -1.58

Properties
SMILES ... [H]/N=N/N=S(=O)=C1CCCN1
Charge ... 0


Number 1: HOMO-LUMO gap 9.14 eV. Number 2: HOMO-LUMO gap 8.51 eV. Number 3: HOMO-LUMO gap 8.06 eV. Number 4: HOMO-LUMO gap 8.71 eV.